Computed, not measured: a molecular structure, C11H20CeCl3N5O6 at a distorted geometry, with wB97M-V/def2-TZVPD.

The calculation puts the HOMO-LUMO gap at 8.065 eV. The net charge is +2. The calculation puts the HOMO energy at -15.9 eV. The calculation puts the energy relative to the best compared isomer or geometry (same formula, charge and spin) at 89.6 kJ/mol. The calculation puts the total energy at -81952.868 eV.

CARTESIAN COORDINATES (ANGSTROEM)
Ce: 1.722 -1.004 0.284
N: -0.484 -0.505 -0.836
C: -1.508 -1.442 -0.300
C: -2.829 -0.785 0.139
C: -3.252 0.423 -0.699
C: -2.934 1.695 0.082
N: -3.262 2.917 -0.651
C: -2.461 3.962 -0.858
N: -2.920 5.029 -1.502
N: -1.189 3.957 -0.438
C: -0.970 -2.188 0.896
O: -1.375 -3.233 1.279
O: 0.092 -1.515 1.492
H: -0.636 0.420 -0.442
H: -0.584 -0.425 -1.842
H: -1.688 -2.197 -1.066
H: -2.746 -0.477 1.186
H: -3.588 -1.566 0.141
H: -4.327 0.382 -0.885
H: -2.786 0.451 -1.687
H: -1.885 1.726 0.372
H: -3.488 1.697 1.023
H: -4.217 3.008 -0.963
H: -3.884 5.097 -1.784
H: -2.351 5.847 -1.640
H: -0.798 3.184 0.068
H: -0.603 4.760 -0.586
N: 2.871 -2.642 1.898
C: 3.805 -3.640 1.262
C: 3.221 -4.160 -0.063
C: 2.703 -2.974 -0.794
O: 1.448 -2.823 -1.012
O: 3.401 -1.908 -0.861
H: 3.304 -2.236 2.723
H: 2.049 -3.133 2.253
H: 3.988 -4.488 1.919
H: 4.747 -3.132 1.074
H: 2.400 -4.858 0.096
H: 3.991 -4.667 -0.647
Cl: 2.274 1.104 -1.734
C: 2.893 1.815 -0.143
Cl: 4.336 0.875 0.271
Cl: 3.217 3.499 -0.299
C: 1.711 1.540 0.884
O: 0.610 1.977 0.614
O: 1.987 0.632 1.776


Computed, not measured: a molecular structure, C11H20F3GaO7P, with wB97M-V/def2-TZVPD.

The calculation puts the HOMO-LUMO gap at 5.384 eV. The net charge is -1. The calculation puts the HOMO energy at -3.2 eV. The calculation puts the total energy at -95882.858 eV.

CARTESIAN COORDINATES (ANGSTROEM)
C: -0.280 3.090 -1.869
P: -0.618 3.160 -0.033
C: -2.489 3.002 0.004
Ga: 0.099 1.126 0.979
F: -1.442 0.394 1.708
C: 0.790 -0.241 -0.384
C: -0.342 -1.241 -0.690
C: -0.498 -2.362 0.366
O: 0.443 -2.351 1.430
H: -1.206 2.959 -2.425
H: 0.170 4.029 -2.175
H: 0.392 2.286 -2.159
H: -2.790 3.065 1.043
H: -2.783 2.024 -0.368
H: -2.953 3.777 -0.598
H: 1.176 1.444 2.143
H: 1.696 -0.717 -0.020
H: 1.030 0.302 -1.297
H: -0.190 -1.680 -1.675
H: -1.275 -0.684 -0.694
H: -0.453 -3.328 -0.156
H: -1.467 -2.292 0.847
H: 1.318 -2.561 1.072
C: 2.989 4.233 3.980
C: 1.571 4.741 3.849
O: 1.537 5.218 2.525
C: 2.447 4.498 1.802
O: 2.472 4.420 0.628
O: 3.288 3.835 2.646
F: 1.321 5.772 4.707
H: 3.663 5.035 4.286
H: 3.087 3.391 4.661
H: 0.801 3.980 3.976
C: -0.207 -6.124 -2.747
C: -1.613 -6.668 -2.854
O: -2.405 -5.537 -2.564
C: -1.686 -4.422 -2.907
O: -2.126 -3.333 -2.999
O: -0.387 -4.760 -3.127
F: -1.862 -7.641 -1.940
H: 0.157 -6.175 -1.720
H: 0.500 -6.616 -3.410
H: -1.876 -7.047 -3.844


Computed, not measured: a molecular structure, C11H20MgN3S, with wB97M-V/def2-TZVPD.

The calculation puts the HOMO-LUMO gap at 7.408 eV. The net charge is +1. The calculation puts the HOMO energy at -10.7 eV. The calculation puts the energy relative to the best compared isomer or geometry (same formula, charge and spin) at 13.6 kJ/mol. The calculation puts the total energy at -32477.841 eV.

CARTESIAN COORDINATES (ANGSTROEM)
Mg: 0.563 0.169 -0.311
C: -0.309 -0.473 1.926
C: -0.984 -1.197 0.903
C: -1.565 -0.249 0.005
C: -1.263 1.054 0.480
C: -0.484 0.917 1.672
C: 0.045 2.022 2.542
C: -1.947 2.301 -0.020
C: -2.612 -0.546 -1.035
C: -1.159 -2.686 0.809
C: 0.450 -1.029 3.096
H: -0.310 1.911 3.569
H: -0.280 3.002 2.196
H: 1.135 2.045 2.599
H: -3.004 2.302 0.260
H: -1.920 2.406 -1.108
H: -1.508 3.208 0.393
H: -3.613 -0.305 -0.670
H: -2.623 -1.601 -1.310
H: -2.488 0.024 -1.962
H: -2.183 -2.975 1.056
H: -0.504 -3.217 1.498
H: -0.959 -3.077 -0.189
H: 0.032 -0.669 4.040
H: 1.504 -0.744 3.103
H: 0.412 -2.116 3.129
N: 0.755 0.017 -2.544
N: 2.072 -0.025 -3.024
C: 3.121 -0.041 -2.173
N: 4.315 -0.097 -2.748
S: 2.980 -0.024 -0.473
H: 0.270 -0.829 -2.829
H: 0.276 0.815 -2.954
H: 2.210 -0.018 -4.022
H: 4.444 -0.144 -3.746
H: 5.132 -0.132 -2.160


Computed, not measured: a molecular structure, C11H20MnN2O3 at a distorted geometry, with wB97M-V/def2-TZVPD.

The calculation puts the HOMO-LUMO gap (spin up / spin down) at 4.858 / 5.023 eV. As for the spin multiplicity: 2. The net charge is +4. The calculation puts the HOMO energy (spin up / spin down) at -23.8 / -23.7 eV. The calculation puts the energy relative to the best compared isomer or geometry (same formula, charge and spin) at 39.8 kJ/mol. The expectation value of S² is 0.79. The calculation puts the total energy at -52123.252 eV.

CARTESIAN COORDINATES (ANGSTROEM)
Mn: 0.299 0.193 0.013
C: 2.084 -1.794 -1.394
O: 1.535 -1.198 -0.113
C: 1.829 -1.980 1.127
C: 1.437 -1.058 2.238
O: 0.192 -0.352 1.793
C: -1.155 -0.889 2.147
C: -1.714 -1.520 0.912
O: -1.348 -0.593 -0.190
C: -1.896 -0.970 -1.541
H: 3.161 -1.675 -1.343
H: 1.761 -2.830 -1.414
H: 1.654 -1.221 -2.212
H: 1.262 -2.905 1.056
H: 2.899 -2.190 1.138
H: 1.217 -1.572 3.172
H: 2.152 -0.262 2.423
H: -1.031 -1.599 2.963
H: -1.716 -0.030 2.499
H: -1.297 -2.495 0.667
H: -2.801 -1.575 0.945
H: -2.967 -0.812 -1.481
H: -1.440 -0.298 -2.264
H: -1.626 -2.007 -1.722
N: -0.213 6.147 -0.215
C: -0.186 4.849 -0.147
C: 0.838 4.090 -0.841
C: 0.788 2.743 -0.717
N: -0.183 2.089 0.032
C: -1.145 2.790 0.701
C: -1.195 4.152 0.633
H: 0.477 6.683 -0.753
H: -0.928 6.705 0.266
H: 1.608 4.564 -1.442
H: 1.522 2.136 -1.237
H: -1.879 2.232 1.265
H: -1.987 4.685 1.152